1.
Density functional theory data (ωB97M-V with the def2-TZVPD basis set) for the molecule C8H21NSi.

Each line ends with the Löwdin charge.
Positions of all 31 atoms, in Å:
1 Si 1.5099 -0.0841 0.0316  0.550
2 N 2.7855 0.9747 0.5614  -0.084
3 C -0.4059 2.7299 -0.2367  -0.168
4 C 1.6548 -0.1812 -1.9075  -0.182
5 C -1.3091 -1.8335 -0.7216  -0.063
6 C -0.5019 0.3369 0.4979  -0.281
7 C -1.0320 1.4540 -0.5479  -0.302
8 C -1.2833 -0.9767 0.5601  -0.496
9 C 2.0887 -1.5343 1.1076  -0.208
10 C -2.6858 -0.6680 1.0098  -0.103
11 H 0.6239 2.7095 -0.5219  0.042
12 H 0.7101 -0.2721 -2.3665  -0.027
13 H 2.2317 0.6962 -2.4421  0.074
14 H -0.8174 1.2241 -1.6241  0.103
15 H -0.4635 0.7028 1.5366  0.097
16 H 3.3550 0.8119 1.3765  0.024
17 H 1.4255 -2.4092 1.2225  0.010
18 H -0.6739 -1.5822 1.3277  0.130
19 H 2.0568 -1.1136 2.1560  0.045
20 H 2.7056 1.9040 0.1671  0.015
21 H -3.2927 -0.3347 0.1468  0.081
22 H 3.0495 -2.1025 0.8634  0.054
23 H 2.1638 -1.1395 -2.0235  0.014
24 H -2.1538 -1.3578 -1.3733  0.116
25 H -2.7493 0.0171 1.8360  0.074
26 H -2.1546 1.6760 -0.5236  0.119
27 H -0.3161 -1.8373 -1.1259  0.039
28 H -1.7321 -2.7680 -0.4343  0.063
29 H -3.2283 -1.5389 1.3673  0.074
30 H -1.0604 3.5819 -0.7393  0.123
31 H -0.5006 2.9145 0.8199  0.069

SMILES string = CC[C@@H](C(C)C)[Si](C)(C)N
Gap between HOMO and LUMO = 9.49 eV
DFT total energy = -661.646010 hartree
Net charge = 0
Strongest force on any atom = 3.4 eV/A
E_LUMO = 0.9 eV



2.
Density functional theory data (ωB97M-V with the def2-TZVPD basis set) for a structure of composition C8H22BrN2O2.

Each line ends with the Löwdin charge.
Positions of all 35 atoms, in Å:
1 Br -1.1803 1.1187 -1.1435  0.816
2 O 0.4161 1.3177 0.3027  -0.317
3 O -3.1093 -1.1561 -1.2737  0.115
4 N -5.0079 -1.2569 -0.0562  0.093
5 N 3.2143 0.2295 0.0406  -0.334
6 C 2.9841 -0.3385 1.4397  0.009
7 C 2.5468 -0.7474 -0.9295  0.030
8 C -3.3852 0.6943 0.1725  -0.170
9 C -4.8390 -2.6577 0.5567  0.052
10 C 4.7020 0.2476 -0.1778  -0.010
11 C 1.2567 2.0211 -0.5426  -0.362
12 C 2.6916 1.7522 -0.0774  -0.047
13 C -3.7094 -0.6393 -0.3831  -0.454
14 H 0.9907 3.0698 -0.6755  0.126
15 H -4.2325 -3.3079 -0.0738  0.107
16 H -2.3295 0.9502 0.2626  -0.095
17 H 3.4249 0.4603 2.0361  0.100
18 H 3.4872 -1.3040 1.4921  0.105
19 H -3.8347 1.4771 -0.4383  0.102
20 H 2.7564 -0.2987 -1.9005  0.111
21 H -4.3751 -2.5127 1.5323  0.110
22 H -5.5644 -1.2815 -0.8988  0.183
23 H -3.8056 0.8365 1.1681  0.086
24 H 2.9941 -1.7276 -0.7650  0.107
25 H -5.5521 -0.6956 0.5832  0.167
26 H 4.7309 0.6306 -1.1978  0.108
27 H 1.4941 -0.6979 -0.6510  0.091
28 H -0.4027 1.0592 -0.1267  -0.526
29 H 1.9187 -0.4280 1.6521  0.102
30 H 3.4404 2.4059 -0.5247  0.123
31 H 5.2193 -0.7089 -0.1026  0.109
32 H 5.0883 0.8735 0.6266  0.108
33 H -5.8569 -3.0418 0.6230  0.104
34 H 2.7588 2.1485 0.9358  0.119
35 H 1.0698 1.5079 -1.4859  0.032

Gap between HOMO and LUMO = 6.41 eV
DFT total energy = -3151.479242 hartree
Net charge = +1
Strongest force on any atom = 18.7 eV/A
E_LUMO = -2.9 eV



3.
Density functional theory data (ωB97M-V with the def2-TZVPD basis set) for a cluster of 2 separate species, C8H22ClN4 in total.

Each line ends with the Löwdin charge.
Positions of all 35 atoms, in Å:
1 Cl -1.4866 -0.4479 1.9761  0.770
2 N 1.1500 -2.6795 0.2412  -0.088
3 N 0.0775 -1.1449 1.6901  -0.494
4 N -0.7610 1.6204 -0.4717  -0.168
5 N -0.2330 -1.0343 -0.5978  0.166
6 C 1.5444 -3.4992 1.4199  0.036
7 C -2.8377 1.5430 -1.7567  -0.072
8 C 0.4441 -1.6394 0.4226  -0.420
9 C 0.4897 3.7280 -0.5448  -0.091
10 C 1.3246 -3.3197 -1.0929  0.004
11 C 0.2718 2.4209 0.2466  -0.235
12 C -2.2292 2.0070 -0.3961  -0.246
13 C 1.1334 -0.7249 2.6588  -0.095
14 H 0.6528 -4.2499 -1.1271  0.133
15 H 2.3038 -3.7795 -1.3051  0.106
16 H -0.5793 -0.0842 -0.4535  0.009
17 H -2.2426 3.1236 -0.3074  0.113
18 H 1.2052 1.9645 0.1925  0.082
19 H 1.1957 3.5840 -1.3264  0.065
20 H -0.5633 1.7075 -1.4534  0.085
21 H 0.9519 -1.3959 3.4696  0.065
22 H 1.1712 -2.7163 -1.9488  0.070
23 H -2.7198 1.4561 0.4424  0.074
24 H 0.8625 0.3281 3.1204  0.120
25 H -2.3995 2.2296 -2.5448  0.106
26 H 0.9657 4.4371 0.1613  0.087
27 H -3.8521 1.5718 -1.6019  0.036
28 H -0.5834 -1.6462 -1.3636  0.135
29 H -2.5966 0.4504 -1.8632  0.082
30 H 2.1033 -0.6834 2.1582  0.102
31 H -0.3983 4.2679 -0.7929  0.060
32 H -0.2370 2.7622 1.1920  0.133
33 H 2.5941 -3.5807 1.5980  0.100
34 H 1.0979 -4.4300 1.1705  0.091
35 H 1.0775 -2.9945 2.2852  0.080

Gap between HOMO and LUMO = 9.14 eV
DFT total energy = -996.892963 hartree
Net charge = +1
Strongest force on any atom = 6.3 eV/A
E_LUMO = -3.1 eV



4.
Density functional theory data (ωB97M-V with the def2-TZVPD basis set) for a structure of composition C8H22CrFIN2O2.

Each line ends with the Mulliken spin population.
Positions of all 37 atoms, in Å:
1 I 3.3429 1.7431 -0.5085  0.017
2 Cr 0.7277 0.7589 0.4825  3.961
3 F 1.0929 1.4973 2.3592  0.003
4 O 1.5160 -1.3111 1.0022  0.020
5 O 0.2422 0.2868 -1.5410  -0.031
6 N -0.6069 2.4414 -0.1585  0.039
7 N -1.1709 -0.3565 0.9588  0.033
8 C -0.6762 -1.2001 2.0715  -0.028
9 C 0.5973 -0.8201 -2.3521  0.009
10 C -1.9179 -2.0322 2.5306  0.009
11 C 2.7209 -2.0907 1.0166  0.009
12 C -0.9015 0.9498 -2.0716  -0.003
13 C 0.5136 -2.0635 1.7050  -0.009
14 C 0.0454 3.3265 -2.2854  0.011
15 C -0.9320 2.3830 -1.6070  -0.043
16 H 2.5264 -3.1155 0.6904  0.001
17 H -1.5849 -2.5694 3.4266  0.000
18 H -2.3175 -2.7421 1.8019  -0.002
19 H 0.8775 -2.4951 2.6404  -0.001
20 H 1.5556 -1.2222 -2.0298  -0.001
21 H 3.0833 -2.1820 2.0423  0.000
22 H -1.9921 2.6466 -1.6961  0.003
23 H -0.4800 -0.6435 2.9886  -0.011
24 H -1.9997 0.1072 1.3259  0.005
25 H 0.2158 -2.9145 1.0794  -0.002
26 H -0.0511 4.3466 -1.9068  -0.001
27 H -0.3052 3.4011 -3.3236  0.000
28 H 0.5946 -0.6394 -3.4258  0.002
29 H -0.3834 3.3765 0.1741  0.004
30 H 3.4487 -1.5818 0.3922  -0.002
31 H -1.6470 -1.0257 0.3500  0.008
32 H -0.1171 -1.6398 -2.1892  0.001
33 H -2.7683 -1.4330 2.8576  -0.001
34 H -1.1030 0.9316 -3.1470  0.001
35 H 1.1158 3.1341 -2.3218  -0.005
36 H -1.7903 0.4111 -1.7076  -0.001
37 H -1.4715 2.3364 0.3761  0.004

Gap between HOMO and LUMO (alpha / beta) = 6.25 / 6.77 eV
DFT total energy = -2020.052000 hartree
Net charge = 0
Strongest force on any atom = 2.9 eV/A
2S+1 = 5
E_LUMO (alpha / beta) = -0.1 / -0.2 eV



5.
Density functional theory data (ωB97M-V with the def2-TZVPD basis set) for a structure of composition C8H22I2MnN2O2.

Each line ends with the Mulliken spin population.
Positions of all 37 atoms, in Å:
1 I -0.6392 -3.2272 -0.6382  0.039
2 I 3.0109 -1.8387 2.3621  0.057
3 Mn 1.0304 -1.3504 0.5500  4.858
4 O -3.3765 1.2140 0.8200  0.000
5 O 2.4136 -1.6902 -1.1418  0.007
6 N -0.3262 -0.5655 2.1539  0.023
7 N 1.3270 0.6642 -0.2832  0.034
8 C 1.3810 1.7153 -2.3538  0.012
9 C 1.2445 0.3002 -1.7050  -0.030
10 C -2.0026 1.0880 1.1106  0.010
11 C -2.5071 -0.5896 2.9924  0.003
12 C -3.7802 2.2753 -0.0386  0.000
13 C 2.3362 -0.6931 -2.1769  0.003
14 C -1.7110 -0.2851 1.7348  -0.027
15 C 3.3829 -2.6727 -1.4692  0.006
16 H 0.7568 1.4925 -0.1886  -0.005
17 H 2.2227 1.1094 -0.1431  0.012
18 H 4.3553 -2.2005 -1.6095  0.001
19 H -3.5794 -0.4760 2.8331  0.002
20 H 0.2981 -0.1769 -1.9594  -0.013
21 H 3.0944 -3.2795 -2.3276  0.002
22 H -3.6151 2.2319 -1.1151  0.000
23 H 3.2759 -0.1478 -2.2637  -0.001
24 H -1.7187 1.8291 1.8577  0.001
25 H 0.6625 2.4381 -1.9672  0.000
26 H 1.0252 1.6987 -3.3840  0.000
27 H 2.3812 2.1349 -2.2464  0.000
28 H -1.9708 -1.0161 0.9691  -0.001
29 H -0.4429 -1.1617 2.9608  0.000
30 H -1.3140 1.2415 0.2797  0.008
31 H -2.3205 -1.6044 3.3438  0.000
32 H -2.2414 0.0820 3.8088  -0.001
33 H -3.3082 3.1538 0.4014  0.000
34 H -0.0363 0.2875 2.6104  0.005
35 H 3.4311 -3.3545 -0.6201  -0.005
36 H -4.8535 2.4585 0.0124  0.000
37 H 2.1140 -1.0849 -3.1695  -0.002

Gap between HOMO and LUMO (alpha / beta) = 8.06 / 8.20 eV
DFT total energy = -2324.456213 hartree
Net charge = 0
Strongest force on any atom = 2.5 eV/A
2S+1 = 6
E_LUMO (alpha / beta) = 0.1 / 0.1 eV



6.
Density functional theory data (ωB97M-V with the def2-TZVPD basis set) for a structure of composition C8H22IMgN2O2.

Each line ends with the Löwdin charge.
Positions of all 36 atoms, in Å:
1 I 1.7562 -1.2813 -2.2028  0.273
2 Mg 0.3279 -0.2354 -0.4296  0.056
3 O 1.7492 0.7393 0.6562  -0.328
4 O -1.5574 -0.8251 -0.8176  -0.313
5 N 0.0238 -1.5579 1.0116  0.017
6 N -0.1516 1.6823 -0.9107  0.012
7 C -1.8351 -2.1828 -0.5072  -0.155
8 C 1.0197 2.5852 -0.6633  -0.376
9 C -1.0653 -3.7974 1.3391  -0.045
10 C 0.6130 4.0461 -0.7599  -0.037
11 C 2.7814 0.3297 1.5914  -0.016
12 C -2.6157 -0.2468 -1.6280  -0.009
13 C -0.6612 -2.6964 0.3638  -0.400
14 C 1.6336 2.1599 0.6439  -0.168
15 H 1.4790 4.7143 -0.7643  0.095
16 H -0.4794 1.8630 -1.8626  0.117
17 H -0.6016 -1.2186 1.7471  0.133
18 H 1.6835 2.3348 -1.4985  0.153
19 H 2.5070 0.6854 2.5828  0.107
20 H -1.8776 -2.8135 -1.3968  0.148
21 H -0.9284 2.1390 -0.4104  0.121
22 H 2.5951 2.6516 0.8030  0.146
23 H -2.7650 -2.3702 0.0376  0.139
24 H -1.5704 -4.6055 0.8008  0.095
25 H 0.9833 2.4797 1.4738  0.149
26 H -0.2304 -4.2542 1.8714  0.088
27 H 0.0586 -3.1839 -0.2949  0.109
28 H -0.0113 4.4401 0.0473  0.092
29 H -1.7917 -3.5235 2.1138  0.089
30 H 0.0928 4.2535 -1.6967  0.090
31 H -3.5788 -0.6326 -1.3057  0.105
32 H 0.8175 -1.9533 1.5121  0.117
33 H 2.8641 -0.7493 1.5191  0.092
34 H 3.7115 0.7830 1.2546  0.108
35 H -2.4312 -0.5904 -2.6486  0.114
36 H -2.5453 0.8311 -1.5720  0.081

Gap between HOMO and LUMO = 8.48 eV
DFT total energy = -1075.702910 hartree
Net charge = +1
Strongest force on any atom = 2.3 eV/A
E_LUMO = -2.8 eV



Q: Which of these has the highest DFT total energy?
A: C8H21NSi